Entry 1:
C49H36F15GeIIrN6O5S | ωB97M-V/def2-TZVPD

Element x y z (Å)
Ir (0.84, -0.01, -0.92)
C (3.76, 0.63, 4.35)
C (2.54, 1.16, 3.59)
C (1.28, 0.31, 3.72)
C (0.74, 0.19, 5.00)
C (-0.49, -0.40, 5.20)
C (-1.23, -0.80, 4.10)
C (-0.73, -0.72, 2.81)
C (-1.65, -1.12, 1.68)
C (-2.32, -2.48, 1.88)
C (0.59, -0.25, 2.63)
N (1.29, -0.38, 1.38)
C (2.48, -0.90, 1.48)
C (3.28, -1.11, 0.34)
C (4.56, -1.64, 0.21)
C (4.83, -1.67, -1.16)
C (3.70, -1.17, -1.81)
N (2.76, -0.81, -0.91)
H (4.60, 1.32, 4.24)
H (4.08, -0.35, 3.98)
H (3.55, 0.53, 5.41)
H (2.79, 1.31, 2.54)
H (2.29, 2.15, 3.99)
H (1.29, 0.61, 5.84)
H (-0.89, -0.50, 6.20)
H (-2.23, -1.19, 4.25)
H (-1.14, -1.09, 0.73)
H (-2.44, -0.36, 1.61)
H (-1.59, -3.28, 2.04)
H (-2.91, -2.74, 0.99)
H (-3.00, -2.49, 2.73)
H (2.85, -1.24, 2.44)
H (5.20, -1.95, 1.02)
H (5.71, -2.03, -1.65)
H (3.53, -1.10, -2.87)
O (4.34, 3.48, -4.41)
C (4.36, 3.83, -3.14)
O (5.08, 4.70, -2.70)
C (3.42, 3.12, -2.22)
C (3.25, 3.48, -0.90)
N (2.37, 2.64, -0.36)
N (1.94, 1.75, -1.26)
C (2.58, 2.01, -2.39)
C (2.30, 1.13, -3.58)
O (2.72, 1.47, -4.69)
O (1.65, 0.08, -3.30)
H (3.71, 2.72, -4.58)
H (3.70, 4.29, -0.34)
H (1.91, 2.67, 0.54)
F (-1.83, 5.31, 3.05)
C (-1.72, 5.59, 1.75)
C (-1.90, 4.61, 0.78)
C (-1.82, 5.03, -0.54)
F (-2.04, 4.16, -1.53)
C (-1.56, 6.34, -0.90)
F (-1.50, 6.70, -2.18)
C (-1.36, 7.29, 0.09)
F (-1.11, 8.55, -0.23)
C (-1.45, 6.91, 1.42)
F (-1.29, 7.82, 2.38)
Ge (-2.24, 2.68, 1.04)
S (-0.43, 1.87, 0.12)
C (-4.06, 2.57, 0.31)
C (-5.04, 3.38, 0.88)
F (-4.73, 4.15, 1.94)
C (-6.34, 3.41, 0.42)
F (-7.25, 4.19, 0.99)
C (-6.69, 2.61, -0.66)
F (-7.93, 2.62, -1.12)
C (-5.74, 1.80, -1.26)
F (-6.07, 1.03, -2.30)
C (-4.45, 1.80, -0.76)
F (-3.55, 1.02, -1.38)
C (-2.35, 2.34, 2.98)
C (-3.47, 1.88, 3.65)
F (-4.54, 1.43, 2.99)
C (-3.53, 1.84, 5.04)
F (-4.62, 1.38, 5.66)
C (-2.44, 2.26, 5.78)
F (-2.48, 2.20, 7.11)
C (-1.30, 2.70, 5.14)
F (-0.23, 3.06, 5.85)
C (-1.27, 2.71, 3.76)
F (-0.15, 3.16, 3.17)
C (2.35, -6.89, -5.51)
C (1.38, -5.72, -5.67)
N (0.87, -5.22, -4.40)
C (-0.52, -5.51, -4.05)
C (-0.75, -6.95, -3.62)
C (1.70, -4.47, -3.65)
O (2.83, -4.16, -4.01)
C (1.21, -4.00, -2.30)
C (1.21, -4.82, -1.19)
C (0.82, -4.29, 0.03)
C (0.47, -2.95, 0.10)
N (0.50, -2.15, -0.97)
C (0.86, -2.67, -2.15)
H (2.66, -7.26, -6.48)
H (1.88, -7.71, -4.97)
H (3.23, -6.57, -4.96)
H (0.52, -6.01, -6.27)
H (1.89, -4.90, -6.18)
H (-1.13, -5.28, -4.92)
H (-0.83, -4.83, -3.26)
H (-0.51, -7.65, -4.42)
H (-1.79, -7.10, -3.33)
H (-0.12, -7.21, -2.76)
H (1.53, -5.85, -1.27)
H (0.79, -4.89, 0.92)
H (0.15, -2.52, 1.03)
H (0.89, -2.00, -2.99)
I (-2.31, -1.52, -2.29)
C (-0.84, 0.01, -2.28)
H (-0.37, -0.05, -3.25)
H (-1.36, 0.95, -2.14)

Its expectation value of S² is 0.756. The energy above the lowest of the compared OMol25 structures with the same formula, charge and spin comes out at 282.35 kJ/mol. As for the spin multiplicity: 2. For the HOMO-LUMO gap (alpha / beta), the calculation gives 6.574 / 6.716 eV. The molecular weight is 1497.63 Da. Its highest occupied orbital energy (alpha / beta) is -0.3083 / -0.3081 hartree.



Entry 2:
C49H36LaN2O4P2S2 | ωB97M-V/def2-TZVPD

Element x y z (Å)
La (-0.02, 0.47, 0.71)
C (3.09, -0.03, 4.60)
C (2.26, -0.16, 3.47)
N (2.05, 0.81, 2.61)
C (2.66, 2.00, 2.82)
C (3.52, 2.22, 3.90)
C (3.72, 1.16, 4.80)
C (4.16, 3.50, 4.07)
C (3.93, 4.50, 3.21)
C (3.03, 4.33, 2.10)
C (2.73, 5.36, 1.20)
C (1.83, 5.13, 0.19)
C (1.25, 3.86, 0.08)
N (1.53, 2.87, 0.90)
C (2.39, 3.10, 1.90)
H (3.21, -0.87, 5.26)
H (1.76, -1.10, 3.28)
H (4.38, 1.31, 5.66)
H (4.83, 3.63, 4.91)
H (4.42, 5.46, 3.33)
H (3.20, 6.33, 1.32)
H (1.56, 5.90, -0.52)
H (0.54, 3.64, -0.70)
O (2.32, -0.14, -0.58)
C (1.84, 0.84, -1.14)
C (2.03, 1.28, -2.56)
C (3.28, 1.48, -3.14)
C (3.41, 2.18, -4.33)
C (2.28, 2.69, -4.96)
C (1.03, 2.48, -4.40)
C (0.88, 1.80, -3.19)
P (-0.74, 1.60, -2.34)
C (-1.50, 0.17, -3.20)
C (-1.09, -0.28, -4.46)
C (-1.73, -1.35, -5.06)
C (-2.78, -1.99, -4.41)
C (-3.20, -1.54, -3.17)
C (-2.56, -0.47, -2.56)
C (-1.75, 2.96, -3.05)
C (-2.94, 2.75, -3.74)
C (-3.69, 3.83, -4.20)
C (-3.27, 5.13, -3.98)
C (-2.09, 5.35, -3.29)
C (-1.35, 4.28, -2.83)
H (4.15, 1.08, -2.64)
H (4.39, 2.34, -4.76)
H (2.38, 3.24, -5.89)
H (0.15, 2.88, -4.89)
H (-0.26, 0.21, -4.96)
H (-1.39, -1.70, -6.02)
H (-3.27, -2.84, -4.88)
H (-4.01, -2.04, -2.65)
H (-2.86, -0.15, -1.57)
H (-3.29, 1.75, -3.93)
H (-4.62, 3.64, -4.74)
H (-3.86, 5.96, -4.34)
H (-1.75, 6.36, -3.10)
H (-0.43, 4.48, -2.29)
C (-4.46, -5.54, 3.16)
C (-3.14, -5.92, 3.34)
C (-2.11, -5.04, 3.04)
C (-2.38, -3.77, 2.56)
C (-3.71, -3.38, 2.40)
C (-4.75, -4.26, 2.69)
P (-1.13, -2.51, 2.07)
C (0.43, -3.25, 2.71)
C (0.59, -3.34, 4.10)
C (1.80, -3.73, 4.66)
C (2.89, -4.00, 3.84)
C (2.75, -3.90, 2.46)
C (1.53, -3.53, 1.90)
C (-0.95, -2.85, 0.28)
C (-1.22, -4.11, -0.27)
C (-0.84, -4.38, -1.58)
C (-0.16, -3.40, -2.30)
C (0.08, -2.16, -1.73)
C (-0.35, -1.81, -0.43)
H (-5.27, -6.22, 3.39)
H (-2.91, -6.92, 3.70)
H (-1.08, -5.36, 3.17)
H (-3.93, -2.38, 2.05)
H (-5.77, -3.94, 2.55)
H (-0.24, -3.09, 4.75)
H (1.89, -3.80, 5.74)
H (3.84, -4.29, 4.27)
H (3.59, -4.10, 1.82)
H (1.44, -3.44, 0.83)
H (-1.70, -4.89, 0.32)
H (-1.05, -5.35, -2.02)
H (0.17, -3.61, -3.31)
H (0.64, -1.44, -2.33)
O (-2.79, 2.56, 3.06)
S (-2.05, 1.72, 2.16)
O (-0.93, 0.97, 2.85)
O (-1.35, 2.46, 1.06)
S (-3.11, 0.31, 1.18)

The energy above the lowest of the compared OMol25 structures with the same formula, charge and spin comes out at 26.58 kJ/mol. The charge is -1. For the HOMO-LUMO gap (alpha / beta), the calculation gives 5.827 / 5.826 eV. The molecular weight is 981.82 Da. Its highest occupied orbital energy (alpha / beta) is -0.1403 / -0.1402 hartree.



Entry 3:
C49H36N4NiO3P2 | ωB97M-V/def2-TZVPD

Element x y z (Å)
Ni (-1.02, -0.64, -0.12)
O (-2.33, 3.57, 5.35)
N (-2.83, 2.50, 5.59)
O (-3.22, 2.13, 6.72)
C (-2.86, 1.54, 4.41)
C (-3.03, 0.23, 4.81)
C (-2.75, -0.79, 3.88)
C (-2.79, -2.17, 4.28)
C (-2.33, -3.12, 3.43)
C (-1.92, -2.66, 2.15)
N (-1.97, -1.42, 1.76)
C (-2.33, -0.43, 2.60)
C (-2.25, 0.92, 2.20)
N (-1.82, 1.05, 0.91)
C (-1.83, 2.24, 0.37)
C (-2.07, 3.40, 1.17)
C (-2.40, 3.25, 2.50)
C (-2.58, 1.95, 3.06)
H (-3.21, 0.06, 5.89)
H (-3.24, -2.42, 5.23)
H (-2.52, -4.22, 3.67)
H (-1.48, -3.41, 1.48)
H (-1.65, 2.37, -0.74)
H (-1.98, 4.42, 0.83)
H (-2.45, 4.11, 3.10)
O (1.85, -1.70, -1.60)
C (1.49, -1.88, -2.96)
C (2.04, -2.95, -3.67)
C (1.57, -3.29, -4.92)
C (0.56, -2.52, -5.48)
C (0.04, -1.36, -4.85)
C (0.45, -1.06, -3.54)
P (-0.25, 0.15, -2.42)
C (0.89, 1.63, -2.60)
C (1.40, 1.88, -3.80)
C (2.12, 3.06, -4.06)
C (2.48, 3.84, -2.99)
C (1.90, 3.64, -1.74)
C (1.14, 2.50, -1.53)
C (-1.72, 0.85, -3.26)
C (-2.64, -0.01, -3.74)
C (-3.86, 0.52, -4.30)
C (-4.07, 1.88, -4.37)
C (-3.04, 2.77, -3.92)
C (-1.91, 2.21, -3.29)
C (2.70, -0.70, -1.31)
C (3.68, -0.25, -2.22)
C (4.66, 0.64, -1.79)
C (4.69, 1.05, -0.46)
C (3.71, 0.57, 0.38)
C (2.60, -0.17, -0.05)
P (1.28, -0.85, 0.89)
C (1.62, -2.65, 1.36)
C (0.95, -3.65, 0.67)
C (1.03, -4.97, 1.12)
C (1.85, -5.25, 2.22)
C (2.62, -4.29, 2.82)
C (2.57, -2.95, 2.35)
C (1.20, 0.06, 2.50)
C (1.51, 1.45, 2.51)
C (1.41, 2.24, 3.61)
C (0.97, 1.77, 4.76)
C (0.62, 0.36, 4.80)
C (0.78, -0.45, 3.70)
H (2.94, -3.49, -3.33)
H (1.97, -4.17, -5.39)
H (0.18, -2.70, -6.47)
H (-0.77, -0.87, -5.33)
H (1.22, 1.18, -4.64)
H (2.38, 3.35, -5.04)
H (2.96, 4.74, -3.31)
H (1.94, 4.37, -0.95)
H (0.72, 2.22, -0.56)
H (-2.44, -1.18, -3.74)
H (-4.63, -0.22, -4.63)
H (-5.03, 2.28, -4.84)
H (-3.19, 3.78, -3.92)
H (-1.15, 2.81, -2.95)
H (3.86, -0.63, -3.20)
H (5.39, 0.97, -2.51)
H (5.54, 1.59, 0.01)
H (3.76, 0.96, 1.39)
H (0.29, -3.42, -0.18)
H (0.48, -5.69, 0.62)
H (1.80, -6.32, 2.48)
H (3.34, -4.57, 3.59)
H (3.13, -2.13, 2.79)
H (1.56, 1.89, 1.54)
H (1.58, 3.31, 3.38)
H (0.78, 2.30, 5.70)
H (0.22, -0.04, 5.75)
H (0.63, -1.53, 3.88)
N (-3.90, -1.14, -1.12)
C (-2.73, -1.15, -0.93)
H (-4.85, -1.10, -1.43)

Its expectation value of S² is 2.009. The energy above the lowest of the compared OMol25 structures with the same formula, charge and spin comes out at 137.69 kJ/mol. The charge is +2. As for the spin multiplicity: 3. For the HOMO-LUMO gap (alpha / beta), the calculation gives 7.244 / 7.232 eV. The molecular weight is 849.49 Da. Its highest occupied orbital energy (alpha / beta) is -0.4816 / -0.4960 hartree.



Entry 4:
C49H37ClMoN3O3 | ωB97M-V/def2-TZVPD

Element x y z (Å)
Mo (-0.82, -0.25, 0.20)
Cl (-4.21, 3.10, 5.55)
C (-3.70, 2.32, 4.13)
C (-4.22, 2.71, 2.89)
C (-3.82, 2.09, 1.73)
C (-2.85, 1.11, 1.80)
O (-2.41, 0.52, 0.65)
C (-2.33, 0.68, 3.04)
C (-1.55, -0.52, 3.15)
N (-0.98, -1.11, 2.15)
C (-0.60, -2.49, 2.19)
C (0.00, -3.18, 3.20)
C (0.16, -4.58, 3.07)
C (-0.35, -5.24, 1.99)
C (-1.00, -4.52, 0.95)
C (-1.68, -5.11, -0.14)
C (-2.36, -4.31, -1.03)
C (-2.27, -2.93, -0.92)
N (-1.59, -2.33, 0.06)
C (-1.04, -3.14, 1.04)
C (-2.78, 1.29, 4.20)
H (-4.96, 3.50, 2.86)
H (-4.22, 2.38, 0.77)
H (-1.52, -1.01, 4.11)
H (0.32, -2.68, 4.11)
H (0.66, -5.13, 3.85)
H (-0.27, -6.32, 1.92)
H (-1.70, -6.19, -0.25)
H (-2.94, -4.73, -1.84)
H (-2.74, -2.29, -1.66)
H (-2.40, 0.98, 5.17)
O (-0.72, -0.18, -1.53)
C (-0.26, -0.77, -2.81)
C (0.53, -2.00, -2.33)
C (1.58, -1.67, -1.30)
C (2.90, -1.91, -1.64)
C (3.92, -1.56, -0.79)
C (3.60, -0.95, 0.40)
C (2.28, -0.73, 0.73)
C (1.99, 0.01, 2.01)
C (1.35, 1.38, 1.75)
O (0.11, 1.00, 1.01)
C (0.87, 2.07, 3.01)
C (1.36, 1.73, 4.27)
C (0.93, 2.44, 5.39)
C (0.01, 3.47, 5.26)
C (-0.48, 3.80, 4.00)
C (-0.05, 3.11, 2.88)
C (2.22, 2.26, 0.86)
C (3.06, 3.20, 1.44)
C (3.87, 4.00, 0.64)
C (3.84, 3.87, -0.74)
C (3.01, 2.93, -1.32)
C (2.20, 2.13, -0.53)
N (1.26, -1.11, -0.09)
C (-1.47, -1.14, -3.65)
C (-1.29, -2.02, -4.71)
C (-2.37, -2.35, -5.52)
C (-3.62, -1.79, -5.29)
C (-3.79, -0.89, -4.25)
C (-2.71, -0.56, -3.44)
C (0.58, 0.29, -3.50)
C (1.64, -0.06, -4.34)
C (2.31, 0.92, -5.05)
C (1.94, 2.26, -4.94)
C (0.89, 2.61, -4.10)
C (0.21, 1.63, -3.39)
H (1.02, -2.45, -3.19)
H (-0.17, -2.73, -1.96)
H (3.11, -2.36, -2.60)
H (4.96, -1.76, -1.05)
H (4.37, -0.62, 1.08)
H (2.92, 0.16, 2.54)
H (1.33, -0.57, 2.65)
H (2.08, 0.94, 4.39)
H (1.33, 2.18, 6.37)
H (-0.31, 4.02, 6.14)
H (-1.18, 4.63, 3.89)
H (-0.42, 3.40, 1.90)
H (3.09, 3.33, 2.52)
H (4.52, 4.73, 1.11)
H (4.47, 4.50, -1.36)
H (2.97, 2.82, -2.40)
H (1.55, 1.42, -1.02)
H (-0.32, -2.45, -4.92)
H (-2.22, -3.04, -6.35)
H (-4.46, -2.05, -5.93)
H (-4.76, -0.43, -4.08)
H (-2.86, 0.18, -2.65)
H (1.95, -1.09, -4.47)
H (3.13, 0.64, -5.71)
H (2.46, 3.02, -5.51)
H (0.59, 3.64, -4.00)
H (-0.62, 1.91, -2.75)

The charge is +3. For the HOMO-LUMO gap, the calculation gives 5.136 eV. The molecular weight is 847.25 Da. Its highest occupied orbital energy is -0.5868 hartree.



Entry 5:
C49H37CsN8O2S | ωB97M-V/def2-TZVPD

Element x y z (Å)
Cs (0.13, 0.37, 0.73)
C (-5.61, 1.81, -13.77)
O (-4.26, 1.54, -13.45)
C (-3.94, 1.42, -12.13)
C (-4.85, 1.54, -11.09)
C (-4.41, 1.39, -9.78)
C (-3.08, 1.14, -9.48)
C (-2.18, 1.03, -10.54)
C (-2.60, 1.17, -11.85)
C (-2.59, 0.98, -8.11)
N (-1.35, 0.71, -7.78)
C (-1.35, 0.64, -6.40)
C (-2.60, 0.88, -5.90)
N (-3.39, 1.10, -7.00)
C (-2.92, 0.88, -4.50)
C (-4.19, 1.14, -3.97)
C (-4.36, 1.13, -2.62)
C (-3.25, 0.86, -1.79)
N (-2.05, 0.61, -2.28)
C (-1.87, 0.61, -3.61)
C (-0.52, 0.31, -4.13)
N (0.45, 0.00, -3.24)
C (1.66, -0.27, -3.69)
C (2.01, -0.24, -5.05)
C (1.04, 0.07, -5.97)
C (-0.26, 0.35, -5.52)
H (-5.66, 1.88, -14.85)
H (-5.94, 2.76, -13.34)
H (-6.27, 1.02, -13.43)
H (-5.89, 1.73, -11.28)
H (-5.14, 1.49, -8.98)
H (-1.14, 0.83, -10.31)
H (-1.90, 1.08, -12.67)
H (-4.38, 1.25, -6.99)
H (-5.02, 1.35, -4.64)
H (-5.33, 1.30, -2.17)
H (-3.35, 0.80, -0.70)
H (2.39, -0.53, -2.94)
H (3.02, -0.46, -5.35)
H (1.25, 0.10, -7.03)
S (3.45, -1.02, 5.35)
C (4.57, -1.26, 4.08)
C (3.98, -1.21, 2.86)
C (2.55, -0.97, 2.85)
C (2.12, -0.84, 4.13)
C (0.78, -0.53, 4.67)
C (0.49, -0.59, 6.03)
C (-0.79, -0.29, 6.47)
C (-1.76, 0.06, 5.54)
C (-1.39, 0.11, 4.20)
N (-0.16, -0.17, 3.78)
H (5.62, -1.42, 4.31)
H (4.57, -1.31, 1.95)
H (1.25, -0.88, 6.74)
H (-1.03, -0.35, 7.52)
H (-2.78, 0.28, 5.84)
H (-2.11, 0.35, 3.42)
C (5.50, 1.71, -2.73)
N (4.89, 0.61, -2.00)
C (5.38, -0.64, -2.06)
C (4.81, -1.66, -1.40)
C (3.64, -1.35, -0.62)
N (3.14, -0.14, -0.57)
C (3.71, 0.90, -1.24)
O (3.30, 2.05, -1.25)
N (3.00, -2.31, 0.07)
H (6.55, 1.48, -2.90)
H (5.41, 2.62, -2.14)
H (5.00, 1.87, -3.69)
H (6.27, -0.77, -2.67)
H (5.22, -2.66, -1.44)
H (3.52, -3.14, 0.29)
H (2.41, -1.95, 0.84)
C (-3.00, 0.28, 1.26)
C (-3.91, -0.57, 1.22)
C (-4.94, -1.56, 1.13)
C (-4.55, -2.89, 0.71)
C (-5.28, -4.08, 1.01)
C (-4.84, -5.33, 0.61)
C (-3.65, -5.49, -0.10)
C (-2.90, -4.35, -0.38)
C (-3.33, -3.10, 0.02)
C (-6.29, -1.16, 1.40)
C (-6.55, 0.08, 2.06)
C (-7.83, 0.52, 2.33)
C (-8.95, -0.21, 1.94)
C (-8.74, -1.39, 1.24)
C (-7.46, -1.85, 0.96)
H (-6.18, -4.01, 1.60)
H (-5.43, -6.21, 0.88)
H (-3.31, -6.48, -0.41)
H (-1.96, -4.44, -0.91)
H (-2.72, -2.22, -0.19)
H (-5.69, 0.68, 2.34)
H (-7.96, 1.47, 2.86)
H (-9.96, 0.14, 2.17)
H (-9.59, -1.96, 0.88)
H (-7.35, -2.74, 0.36)

The charge is -2. For the HOMO-LUMO gap, the calculation gives 2.052 eV. The molecular weight is 934.86 Da. Its highest occupied orbital energy is 0.0247 hartree.



Q: molecular weight of number 2 (C49H36LaN2O4P2S2)?
A: 981.82 Da